No. 1
{"formula": "C3H8O", "method": "ωB97M-V/def2-TZVPD", "relative_energy_kcal_mol": 142.4, "gap_ev": 8.258, "e_tot_ev": -5281.977, "species": ["C", "C", "C", "O", "H", "H", "H", "H", "H", "H", "H", "H"], "positions_angstrom": [[-0.749, -0.732, 0.666], [-0.852, 0.738, -0.526], [0.931, -0.361, -0.111], [-0.312, 1.910, -0.159], [-1.568, -1.234, 0.151], [-0.154, -1.552, 1.121], [-1.130, -0.148, 1.504], [-0.579, 0.415, -1.542], [1.154, -1.357, -0.495], [1.359, 0.375, -0.802], [1.407, -0.201, 0.856], [0.492, 2.147, -0.663]]}

No. 2
{"formula": "C28H56BrCl2FN4O9P3S", "method": "ωB97M-V/def2-TZVPD", "spin_multiplicity": 3, "gap_ev": [7.736, 7.655], "s_squared": 2.01, "charge": -1, "e_tot_ev": -190833.827, "species": ["C", "C", "C", "F", "C", "P", "O", "C", "O", "C", "S", "C", "O", "O", "P", "O", "O", "O", "C", "Cl", "C", "C", "Cl", "N", "Br", "P", "N", "H", "H", "H", "H", "H", "H", "H", "H", "H", "H", "H", "H", "H", "H", "H", "H", "H", "H", "H", "H", "C", "C", "C", "C", "C", "C", "N", "O", "C", "C", "C", "H", "H", "H", "H", "H", "H", "H", "H", "H", "H", "H", "H", "H", "H", "H", "H", "H", "H", "C", "C", "C", "C", "C", "C", "N", "O", "C", "C", "C", "H", "H", "H", "H", "H", "H", "H", "H", "H", "H", "H", "H", "H", "H", "H", "H", "H", "H"], "positions_angstrom": [[-2.790, 2.873, 1.878], [-2.387, 3.215, 0.328], [-3.525, 4.041, -0.398], [-3.179, 5.457, -0.149], [-3.668, 3.888, -2.001], [-4.427, 5.600, -2.494], [-5.643, 5.996, -1.630], [-2.164, 3.688, -2.643], [-1.968, 2.284, -2.655], [-0.657, 1.754, -2.693], [0.814, 2.838, -2.571], [-0.479, 0.571, -1.570], [0.545, 0.500, -0.810], [-1.526, -0.336, -1.525], [-0.485, 0.819, -4.376], [0.320, -0.470, -4.132], [0.448, 1.751, -5.490], [-2.016, 0.528, -5.073], [-1.973, 4.252, -4.132], [-3.306, 3.842, -5.321], [-1.481, 5.825, -4.188], [0.057, 5.938, -4.705], [-2.554, 6.728, -5.370], [-4.476, 2.741, -2.484], [-6.114, 3.157, -3.275], [-4.824, 1.457, -1.349], [-5.959, 1.743, -0.252], [-2.695, 1.736, 2.006], [-3.877, 3.144, 2.100], [-2.063, 3.388, 2.600], [-2.028, 2.252, -0.148], [-1.456, 3.899, 0.422], [-4.505, 3.893, 0.176], [-3.451, 6.665, -2.331], [-4.819, 5.669, -3.863], [-1.498, 4.321, -1.967], [1.090, 2.991, -1.206], [1.379, 1.809, -5.179], [-1.829, -0.155, -5.771], [-1.046, 3.703, -4.566], [-1.484, 6.239, -3.122], [0.701, 5.574, -3.825], [0.242, 5.333, -5.661], [0.243, 7.065, -4.862], [-5.302, 0.334, -2.140], [-3.663, 0.991, -0.663], [-6.258, 2.722, -0.380], [0.798, -5.981, -0.251], [-0.444, -6.166, 0.664], [-1.717, -6.328, -0.201], [-2.201, -5.024, -0.830], [-2.354, -3.939, 0.229], [-1.080, -3.733, 1.071], [-0.535, -5.017, 1.615], [-1.330, -5.398, 2.652], [-0.006, -3.025, 0.211], [-1.391, -2.702, 2.187], [-0.193, -7.520, 1.380], [1.298, -6.932, -0.457], [0.547, -5.556, -1.224], [1.552, -5.344, 0.219], [-2.531, -6.732, 0.412], [-1.540, -7.062, -0.994], [-1.514, -4.698, -1.617], [-3.165, -5.194, -1.321], [-2.638, -3.000, -0.262], [-3.196, -4.205, 0.880], [0.937, -2.931, 0.758], [-0.326, -2.013, -0.057], [0.198, -3.525, -0.735], [-2.232, -3.007, 2.817], [-1.666, -1.735, 1.757], [-0.521, -2.541, 2.830], [0.693, -7.466, 2.023], [-0.025, -8.317, 0.651], [-1.042, -7.838, 1.990], [4.195, -2.435, 3.291], [3.460, -1.085, 3.068], [3.639, -0.620, 1.604], [5.030, -0.070, 1.302], [5.412, 1.013, 2.305], [5.281, 0.551, 3.771], [3.957, -0.080, 4.059], [3.035, 0.917, 4.141], [6.423, -0.441, 4.101], [5.572, 1.762, 4.695], [1.960, -1.430, 3.264], [3.531, -3.291, 3.145], [5.030, -2.581, 2.601], [4.574, -2.524, 4.313], [2.907, 0.162, 1.372], [3.427, -1.447, 0.919], [5.772, -0.875, 1.306], [5.043, 0.349, 0.291], [6.439, 1.339, 2.102], [4.777, 1.889, 2.129], [6.315, -0.844, 5.111], [7.396, 0.058, 4.054], [6.491, -1.277, 3.406], [4.913, 2.611, 4.492], [6.594, 2.123, 4.550], [5.465, 1.488, 5.749], [1.762, -1.756, 4.292], [1.661, -2.242, 2.597], [1.301, -0.590, 3.036]]}

No. 3
{"formula": "BH4NO", "method": "ωB97M-V/def2-TZVPD", "relative_energy_kcal_mol": 101.0, "gap_ev": 9.009, "e_tot_ev": -4276.505, "species": ["B", "N", "O", "H", "H", "H", "H"], "positions_angstrom": [[-0.249, 0.731, 0.466], [-0.304, -1.670, -0.233], [0.801, 1.354, 0.021], [-1.160, 1.089, 1.104], [0.271, -2.113, 0.534], [0.349, -1.574, -1.041], [1.102, 0.647, -0.615]]}